# 1
ORCA calculation (ωB97M-V with the def2-TZVPD basis set) on an isolated ion of composition C3H8N5 and charge +1.

Positions of all 16 atoms, in Å:
1 H 0.32457 3.03865 0.59609
2 N -0.12802 2.16548 1.06156
3 C -0.22736 1.01091 0.60886
4 N -1.04257 0.02412 1.34611
5 C -1.00391 -1.28453 1.17801
6 N -0.36402 -1.77936 0.14378
7 C 0.39989 -1.23361 -0.87002
8 N 0.34114 0.56816 -0.54006
9 N 0.98525 1.51771 -1.27821
10 H -1.46681 0.27686 2.22951
11 H -1.49147 -1.85930 1.90077
12 H -0.23463 -2.80726 -0.14127
13 H -0.22422 -1.28694 -1.79604
14 H 1.43268 -1.39895 -1.02898
15 H 1.95094 1.49703 -1.03463
16 H 0.74852 1.55101 -2.37547

As for the net charge: +1. As for the SMILES: [H]/N=C1/NC=[NH+]CN1N.

What are the natural (NBO) partial charges on each atom? They are as follows, in elementary charge units:
1 H 0.43
2 N -0.70
3 C 0.53
4 N -0.52
5 C 0.40
6 N -0.56
7 C -0.04
8 N -0.31
9 N -0.63
10 H 0.45
11 H 0.25
12 H 0.46
13 H 0.23
14 H 0.24
15 H 0.37
16 H 0.40

***

# 2
ORCA calculation (ωB97M-V with the def2-TZVPD basis set) on a 11-piece molecular cluster, C47H102N11O18 overall.

Positions of all 178 atoms, in Å:
1 C -2.65889 -6.46565 1.51519
2 C -2.63372 -5.15369 2.16751
3 O -2.02316 -4.87218 3.14589
4 N -3.29656 -4.05708 1.56060
5 H -2.95874 -3.20179 2.10771
6 H -2.68500 -3.83993 0.65685
7 C -4.74255 -3.86434 1.34223
8 H -2.01394 -7.12051 2.04432
9 H -2.04238 -6.21699 0.62693
10 H -3.56723 -6.85896 1.12695
11 H -4.92329 -2.91195 0.78924
12 H -5.12286 -3.71155 2.36650
13 H -5.14290 -4.69077 0.76075
14 C 1.29465 -0.70439 -1.45509
15 C 0.03274 -1.26325 -2.24017
16 O 0.25398 -2.36297 -2.79401
17 N -1.20006 -0.60052 -2.15102
18 H -0.88318 -3.58389 -2.93096
19 H -0.97362 0.30722 -1.77916
20 C -2.33847 -0.80164 -2.90055
21 H 1.22092 0.29123 -1.10580
22 H 2.14341 -0.86912 -2.13627
23 H 1.62465 -1.41112 -0.65198
24 H -2.14317 -1.16093 -3.93997
25 H -2.70594 0.25773 -3.06657
26 H -3.08389 -1.52057 -2.56128
27 C 1.23678 -5.96259 -2.01318
28 C 2.60405 -5.34348 -1.94944
29 O 3.35798 -5.34973 -0.98476
30 N 2.96276 -4.57562 -3.02924
31 H 3.83098 -4.04028 -2.94154
32 H 4.62419 -4.47859 -0.84371
33 C 2.35189 -4.47434 -4.36945
34 H 0.43818 -5.23921 -2.28219
35 H 0.92472 -6.60163 -1.16693
36 H 1.36650 -6.65611 -2.88388
37 H 3.00871 -4.91476 -5.15163
38 H 2.19813 -3.40033 -4.51836
39 H 1.45155 -5.03535 -4.46958
40 C -4.19865 2.33665 3.04910
41 C -4.24340 3.35524 1.98793
42 C -4.34435 2.62930 0.52576
43 C -5.64444 1.99011 0.22970
44 C -6.83074 3.00936 0.21413
45 C -6.87750 3.69407 1.61330
46 N -5.47333 4.18544 2.10781
47 O -5.38027 5.27365 2.36539
48 C -7.40641 2.73128 2.69693
49 C -7.77979 4.86748 1.57298
50 C -3.03110 4.28889 2.04805
51 H -3.20825 1.88155 3.13637
52 H -5.01192 1.59425 2.97002
53 H -4.32423 2.80720 4.01121
54 H -3.52236 1.90116 0.65790
55 H -4.02667 3.26664 -0.31386
56 H -5.86735 1.18418 1.01167
57 H -5.66349 1.47777 -0.70978
58 H -7.79515 2.60416 0.01260
59 H -6.53686 3.80855 -0.53377
60 H -6.96172 2.99402 3.65538
61 H -7.19452 1.69248 2.51597
62 H -8.47208 2.81039 2.82811
63 H -8.13713 5.26084 2.50124
64 H -8.73501 4.53350 1.19787
65 H -7.39201 5.57733 0.86089
66 H -2.08884 3.66099 1.90429
67 H -2.91324 4.71581 3.04456
68 H -3.29279 5.06026 1.34676
69 C 13.01562 -3.56923 -1.23315
70 C 11.59766 -3.10851 -0.80202
71 C 10.62738 -2.79222 -1.90662
72 C 9.16297 -2.96536 -1.52967
73 C 8.91823 -4.41360 -1.09350
74 C 9.62020 -4.78239 0.20914
75 N 11.01569 -4.46094 -0.07653
76 O 11.87893 -5.23536 0.32873
77 C 9.59432 -6.24174 0.58910
78 C 9.22536 -3.78398 1.42813
79 C 11.77088 -2.08184 0.30103
80 H 13.65624 -3.71846 -0.34569
81 H 13.49885 -2.82406 -1.89195
82 H 12.97684 -4.50838 -1.73825
83 H 10.93563 -3.38585 -2.76973
84 H 10.75816 -1.72253 -2.06395
85 H 8.52455 -2.82774 -2.45915
86 H 8.69516 -2.22064 -0.85457
87 H 9.14807 -5.12413 -1.87163
88 H 7.86281 -4.58387 -0.89834
89 H 9.87238 -6.85037 -0.29780
90 H 8.59215 -6.49323 0.80793
91 H 10.18190 -6.52452 1.45535
92 H 9.91825 -3.96034 2.26904
93 H 8.17525 -4.22899 1.65426
94 H 9.06695 -2.74609 1.11774
95 H 12.58474 -1.48329 -0.04636
96 H 12.22987 -2.46188 1.21913
97 H 10.93297 -1.39385 0.54156
98 C -3.00865 8.07054 -4.20697
99 C -3.93859 7.78494 -5.35899
100 C -3.63069 6.45501 -5.93036
101 C -4.76772 5.96216 -6.82290
102 C -6.10001 5.81257 -6.01753
103 C -6.62199 7.11261 -5.40418
104 N -5.32346 7.93339 -4.77531
105 O -5.52672 8.76123 -4.02595
106 C -7.59308 6.91143 -4.23072
107 C -7.17474 8.08725 -6.37408
108 C -3.86637 8.87966 -6.41467
109 H -3.13136 9.11303 -3.93510
110 H -2.03128 7.95541 -4.54573
111 H -3.18894 7.54587 -3.29128
112 H -3.31940 5.72963 -5.20903
113 H -2.72234 6.61336 -6.58146
114 H -4.43310 5.02116 -7.27764
115 H -4.85458 6.68567 -7.61177
116 H -5.94267 5.18389 -5.15176
117 H -6.86132 5.48065 -6.67272
118 H -7.10065 6.52493 -3.36559
119 H -8.40478 6.22884 -4.58215
120 H -8.11782 7.74128 -3.87164
121 H -8.04751 7.56904 -6.71469
122 H -6.43109 8.23561 -7.17268
123 H -7.48554 9.08738 -5.99724
124 H -4.42715 9.77289 -6.16101
125 H -4.13449 8.51822 -7.40229
126 H -2.83032 9.23746 -6.49975
127 C 3.63693 0.94620 1.95681
128 C 2.22285 0.63486 2.37230
129 C 2.23137 -0.68817 3.21787
130 C 0.73658 -0.97411 3.69312
131 N 0.54934 -1.92705 4.83244
132 C 0.59882 -3.33810 4.36377
133 C -0.16754 -4.14673 5.35833
134 C -1.27728 -3.19713 5.90019
135 C -0.93727 -1.81273 5.32493
136 C 1.47489 -1.79636 5.95475
137 C 1.61980 -0.43427 6.57266
138 C 2.67644 -0.42397 7.63746
139 H 3.69983 1.97045 1.54013
140 H 3.99910 0.26202 1.17958
141 H 4.35724 0.90324 2.78045
142 H 1.58511 0.53087 1.49131
143 H 1.76113 1.48074 2.94210
144 H 2.81142 -0.66991 4.19439
145 H 2.61494 -1.59264 2.60749
146 H 0.10670 -1.26826 2.86870
147 H 0.29749 -0.01564 3.94571
148 H 1.66079 -3.62746 4.20752
149 H 0.04573 -3.32651 3.43462
150 H 0.49160 -4.55770 6.15450
151 H -0.62417 -5.04054 4.85282
152 H -1.42854 -3.22111 6.97406
153 H -2.22549 -3.46168 5.43679
154 H -1.15324 -0.91494 5.94020
155 H -1.53412 -1.71296 4.44181
156 H 2.41530 -2.09358 5.50292
157 H 1.18720 -2.56629 6.67427
158 H 0.66119 -0.10698 6.94968
159 H 1.92835 0.16318 5.74862
160 H 3.67134 -0.60760 7.30693
161 H 2.55162 -1.20134 8.44659
162 H 2.65368 0.54548 8.27641
163 N -2.49647 -0.85375 1.67259
164 O -3.62336 -0.74239 1.18519
165 O -2.11559 -1.98287 2.17675
166 O -1.63047 0.05066 1.71591
167 N -4.17844 6.04958 -1.02564
168 O -4.86765 5.97255 0.03506
169 O -4.79538 6.19831 -2.12831
170 O -2.97721 5.82939 -0.97683
171 N 4.87444 -2.94925 0.47451
172 O 5.31561 -3.92280 -0.24257
173 O 5.72843 -2.35021 1.19372
174 O 3.68842 -2.70601 0.47441
175 N -2.07501 -4.40269 -1.59860
176 O -1.49501 -4.36751 -2.76729
177 O -3.14546 -4.99164 -1.47821
178 O -1.56129 -3.79928 -0.63239

As for the net charge: +3.

Here are the Mulliken charges for atoms 1 to 99, given in e:
1 C -1.01
2 C 0.58
3 O -0.35
4 N 0.94
5 H 0.30
6 H -0.07
7 C -0.66
8 H 0.39
9 H 0.07
10 H 0.38
11 H 0.21
12 H 0.36
13 H 0.30
14 C -1.16
15 C 0.65
16 O -0.70
17 N 0.03
18 H 0.46
19 H 0.24
20 C -1.04
21 H 0.52
22 H 0.39
23 H 0.11
24 H 0.34
25 H 0.37
26 H 0.24
27 C -1.17
28 C 1.03
29 O -0.73
30 N -0.10
31 H 0.15
32 H 0.38
33 C -0.95
34 H 0.15
35 H 0.33
36 H 0.46
37 H 0.34
38 H 0.27
39 H 0.36
40 C -1.64
41 C 1.39
42 C -0.34
43 C -0.47
44 C -0.89
45 C 1.40
46 N 0.87
47 O -0.31
48 C -1.71
49 C -1.99
50 C -1.30
51 H 0.39
52 H 0.24
53 H 0.43
54 H -0.09
55 H 0.21
56 H 0.02
57 H 0.50
58 H 0.52
59 H 0.18
60 H 0.39
61 H 0.32
62 H 0.48
63 H 0.45
64 H 0.53
65 H 0.40
66 H 0.19
67 H 0.43
68 H 0.35
69 C -1.69
70 C 1.20
71 C -1.10
72 C -0.33
73 C -0.91
74 C 0.99
75 N 0.83
76 O -0.37
77 C -1.70
78 C -1.43
79 C -1.60
80 H 0.40
81 H 0.41
82 H 0.51
83 H 0.40
84 H 0.36
85 H 0.34
86 H 0.39
87 H 0.48
88 H 0.16
89 H 0.44
90 H 0.47
91 H 0.40
92 H 0.38
93 H 0.36
94 H 0.37
95 H 0.55
96 H 0.40
97 H 0.28
98 C -1.90
99 C 1.52

***

# 3
ORCA calculation (ωB97M-V with the def2-TZVPD basis set) on one molecule with the formula C5H6N2O.

Positions of all 14 atoms, in Å:
1 O -1.19967 -0.81570 -2.08526
2 C -1.75756 -0.86999 -1.02362
3 C -1.22775 -0.34744 0.29066
4 N 0.10353 0.20994 0.31327
5 C 1.23381 -0.43735 0.70857
6 C 2.30277 0.31569 0.33660
7 N 1.82909 1.45300 -0.23739
8 C 0.50435 1.34996 -0.25848
9 H -2.85154 -1.08222 -0.81593
10 H -1.95043 0.38403 0.41601
11 H -1.19202 -1.01933 1.06994
12 H 1.28003 -1.43249 1.18430
13 H 3.24848 0.37342 0.78798
14 H -0.32311 1.91848 -0.68664

As for the SMILES: O=CCn1ccnc1.

What are the natural (NBO) partial charges on each atom? They are as follows, in elementary charge units:
1 O -0.48
2 C 0.44
3 C -0.31
4 N -0.34
5 C -0.11
6 C -0.10
7 N -0.45
8 C 0.17
9 H 0.10
10 H 0.22
11 H 0.23
12 H 0.21
13 H 0.21
14 H 0.19

***

Number 1: LUMO level -4.00 eV, HOMO energy -12.9 eV, maximum force 8.1 eV/Å. Number 2: LUMO level -7.48 eV, HOMO energy -12.9 eV, maximum force 6.0 eV/Å. Number 3: LUMO level 0.58 eV, HOMO energy -8.9 eV, maximum force 3.0 eV/Å.